14
Properties=species:S:1:pos:R:3 method="wB97M-V/def2-TZVPD" lumo_ev="-21.5 / -21.5" orbital_gap_ev="6.41 / 6.44" total_charge=+4 multiplicity=3
Tm -0.4443 -0.1340 -1.5979
In 0.5788 -0.0014 1.0431
Cl -1.1411 -2.0419 0.0297
Cl -0.9805 2.1366 -0.4888
C 1.5120 1.8471 1.9048
C 0.3905 -1.9782 -3.0741
C 0.4858 1.0698 -3.5664
O 2.0669 2.7760 2.2794
O 0.6905 -2.9119 -3.6533
O 0.8362 1.7492 -4.4057
N -0.9007 -0.5584 2.7658
H -1.8672 -0.4215 2.3941
H -0.6097 0.0325 3.5573
H -0.6172 -1.5639 2.8118

***

9
Properties=species:S:1:pos:R:3 method="wB97M-V/def2-TZVPD" lumo_ev="-2.2 / -2.2" orbital_gap_ev="8.53 / 8.53"
C -1.0669 -1.2420 -0.0911
C 0.1309 1.1622 -0.1851
C 0.1626 -0.3836 -0.1301
N -2.0184 -1.8934 0.0489
Cl 0.7134 -0.8603 2.1586
Cl 1.5418 -1.1320 -0.9058
H 1.1281 1.4117 0.3164
H -0.7762 1.5044 0.0335
H 0.1847 1.4330 -1.2452

***

Result set for relative energy (zero: lowest compared OMol25 entry of this formula, charge and spin): 1.5725; 2.2020 eV, one per record in the order listed.